The following is a quantum chemistry calculation of a structure of composition C40H44CdCl3N7O, from the OMol25 dataset.

Calculated values
**Charge**: -2
**Calculated total energy**: -96804.230 eV
**HOMO-LUMO gap**: 0.161 hartree
**ΔE to the lowest compared entry with this formula, charge and spin**: 116.8 kJ/mol

```
96
Properties=species:S:1:pos:R:3:forces:R:3
Cd -0.57578 -0.34589 0.64181 0.0 0.4 0.3
Cl 0.67867 2.71429 -6.83445 0.0 0.0 -0.1
C 0.43191 2.42603 -5.11666 0.0 0.0 -0.1
C 0.54894 3.48757 -4.22563 0.0 -0.1 0.0
C 0.37035 3.25473 -2.88246 0.0 0.1 0.0
C 0.05317 1.96418 -2.33943 0.0 0.0 -0.1
O -0.07257 1.81944 -1.08480 -0.1 0.0 0.0
C -0.06316 0.89508 -3.30863 0.0 0.3 0.2
C -0.27511 -0.50186 -2.92384 0.0 -0.2 -0.1
N -0.70194 -0.88644 -1.79888 0.0 0.4 0.1
C -0.65606 -2.31391 -1.36905 0.4 -0.4 0.0
C -0.22920 -3.27297 -2.44323 0.0 0.2 -0.1
C -0.99830 -4.29473 -2.89061 -0.1 0.1 0.1
C -2.29096 -4.56862 -2.38493 0.1 -0.3 -0.2
C -2.81756 -3.74328 -1.38897 -0.2 0.2 0.1
C -4.10193 -3.92962 -0.81469 0.1 0.1 0.0
C -4.58452 -3.04682 0.12385 0.0 0.0 -0.1
C -3.79824 -1.96964 0.51431 0.0 0.2 0.1
N -2.56249 -1.79585 0.03174 -0.1 -0.1 0.0
C -2.06868 -2.63263 -0.86762 -0.1 -0.1 -0.2
C 0.13886 1.15836 -4.66352 0.0 0.0 0.0
H 0.77200 4.47893 -4.60136 0.0 0.0 0.0
H 0.45609 4.07293 -2.17567 0.0 0.0 0.0
H 0.00923 -1.22505 -3.70190 -0.1 -0.1 0.1
H 0.77130 -3.12344 -2.83742 0.0 -0.1 0.0
H -0.60791 -4.95134 -3.66667 0.1 0.0 0.0
H -2.86504 -5.41371 -2.74930 0.0 0.0 0.0
H -4.70326 -4.76903 -1.15028 0.0 0.0 0.0
H -5.57309 -3.17564 0.55158 0.0 0.0 0.0
H -4.16305 -1.21555 1.20227 0.0 0.0 0.1
H 0.05472 0.34519 -5.37671 0.0 0.0 0.0
N -2.78436 1.52578 -0.44498 0.2 0.1 0.0
C -3.59973 1.78660 0.60371 -0.1 0.2 0.1
C -4.98917 1.62291 0.45265 0.0 -0.1 -0.1
C -5.87788 1.95258 1.45476 0.0 0.0 0.0
C -5.40649 2.45449 2.65972 -0.1 0.0 0.1
C -4.03647 2.59553 2.83075 -0.1 -0.1 -0.1
C -3.11065 2.27231 1.84010 0.0 -0.1 0.0
C -1.66343 2.49126 2.15065 0.0 -0.2 0.2
C -1.34950 3.74187 2.70018 0.0 -0.1 -0.1
C -0.08916 4.02118 3.19848 0.1 0.0 0.0
C 0.87713 3.02964 3.16152 0.0 0.0 0.1
C 0.56930 1.80229 2.59005 0.0 -0.4 0.1
C -0.68479 1.46961 2.05201 0.0 0.1 -0.7
H -3.17622 1.17240 -1.29851 0.0 -0.1 0.0
H -1.80876 1.81145 -0.48391 0.1 -0.1 0.0
H -5.35061 1.22745 -0.49076 0.0 0.0 0.0
H -6.94279 1.82590 1.29454 0.0 0.0 0.0
H -6.09039 2.71462 3.45860 0.0 0.0 0.0
H -3.66218 2.95437 3.78237 0.1 0.0 0.0
H -2.11390 4.51041 2.73121 0.0 0.0 0.0
H 0.12839 4.99529 3.62306 0.0 0.0 0.0
H 1.86742 3.21602 3.56771 0.0 0.0 0.0
H 1.34617 1.03997 2.58276 0.0 0.1 -0.1
Cl -2.21864 -1.57076 3.41188 0.0 0.0 0.2
C -1.41995 -0.52998 4.59908 0.0 -0.3 -0.4
Cl -2.36008 -0.38593 6.09279 -0.1 0.1 0.2
H -1.31064 0.44283 4.13962 0.0 0.1 0.1
H -0.45971 -0.96791 4.84811 0.0 0.0 0.0
C 3.74965 0.45264 0.91363 0.1 0.0 -0.1
N 2.77780 0.97079 -0.03386 -0.1 -0.1 0.1
C 3.15964 0.54413 -1.37442 0.0 0.0 0.0
N 4.51157 1.01690 -1.73171 0.0 0.0 -0.1
C 5.45087 0.51060 -0.73507 0.0 0.0 0.0
N 5.11623 0.93279 0.62894 0.0 0.0 0.1
C 5.07976 2.39885 0.65272 0.0 0.0 0.0
N 4.13940 2.95873 -0.31341 0.0 0.1 0.0
C 2.79784 2.42936 0.00590 0.0 0.1 -0.1
C 4.50965 2.47902 -1.64627 0.0 0.0 0.0
H 3.75004 -0.63919 0.86821 0.0 0.0 0.0
H 3.47820 0.76416 1.92539 0.0 0.0 0.0
H 2.44260 0.94271 -2.09309 0.0 0.0 0.0
H 3.14269 -0.54759 -1.42307 0.0 0.0 0.0
H 6.45631 0.87345 -0.97469 0.0 0.0 0.0
H 5.44729 -0.58211 -0.77155 0.0 0.0 0.0
H 6.08586 2.77734 0.44011 0.0 0.0 0.0
H 4.78214 2.72344 1.65375 0.0 0.0 0.0
H 2.07332 2.80944 -0.71277 0.0 0.0 0.0
H 2.51157 2.77130 1.00081 0.0 0.0 0.0
H 5.51354 2.84605 -1.88806 0.0 0.0 0.0
H 3.79607 2.87457 -2.37248 0.0 0.0 0.0
C 1.66473 -4.41815 -0.20591 0.0 0.1 0.0
C 0.78810 -3.44650 0.60652 0.0 0.1 0.1
C 1.61916 -2.97664 1.80977 -0.1 -0.1 0.0
C -0.40778 -4.24055 1.13976 0.0 0.1 0.0
C 0.38263 -2.18823 -0.19306 -0.2 0.0 -0.1
H 2.03825 -5.23045 0.42962 0.0 0.0 0.0
H 2.52712 -3.90108 -0.63794 0.0 0.0 0.0
H 1.08679 -4.84286 -1.02263 0.0 -0.1 -0.1
H 1.03699 -2.28264 2.42183 0.0 0.0 0.0
H 1.92270 -3.82586 2.43306 0.0 0.0 0.0
H 2.52387 -2.46054 1.47660 0.0 0.0 0.0
H -0.05625 -5.09393 1.73061 0.0 0.0 0.0
H -1.02156 -4.61778 0.32172 0.0 -0.1 0.0
H -1.03763 -3.61615 1.77699 0.0 0.0 0.0
H 1.30152 -1.82893 -0.68295 0.0 0.1 0.0
```
Positions in Å, forces in eV/Å.

=====

The following is a quantum chemistry calculation of a cluster of 2 separate species, C4H12NO in total in a non-equilibrium geometry, from the OMol25 dataset.

Calculated values
**Charge**: +1
**Calculated total energy**: -7872.952 eV
**HOMO-LUMO gap**: 0.375 hartree
**ΔE to the lowest compared entry with this formula, charge and spin**: 129.2 kJ/mol

```
18
Properties=species:S:1:pos:R:3:forces:R:3
C 0.39547 -1.26110 0.18618 0.7 0.9 -0.5
C -1.04889 -0.89808 0.27963 -1.3 -0.5 -1.1
C -1.40026 0.24102 1.18276 0.4 0.0 0.1
C -1.50592 0.15469 2.49678 0.3 0.3 0.2
N 1.18350 -0.26430 -0.67373 0.0 0.2 -1.2
H 0.82778 -1.24065 1.18420 0.3 -0.3 -0.2
H 0.56181 -2.17702 -0.36665 -0.1 -0.4 0.4
H -1.46068 -0.68674 -0.71940 0.3 0.0 0.0
H -1.55857 -1.84580 0.49475 0.0 0.3 0.6
H -1.49725 1.21284 0.71160 -0.1 0.0 0.0
H -1.64893 1.06127 3.06898 -0.2 -0.1 0.1
H -1.36100 -0.76449 3.05021 -0.2 -0.1 0.0
H 0.69202 0.07649 -1.50871 -0.8 0.2 0.3
H 1.50262 0.61987 -0.26729 0.1 -0.4 0.4
H 1.93941 -0.71995 -1.19548 0.5 0.1 0.9
H 1.98507 2.56977 -2.12232 -0.3 0.6 -0.8
H 0.94274 2.05534 -3.30490 0.8 0.7 0.6
O 1.45107 1.86684 -2.49660 -0.5 -1.3 0.2
```
Positions in Å, forces in eV/Å.

=====

| no. | E_HOMO (Eh) |
| --- | --- |
| 1 | -0.00868 |
| 2 | -0.50111 |